[1]
Entry from the OMol25 dataset: a structure of composition C29H28MnO4S5 (ωB97M-V/def2-TZVPD).

XYZ file:
```
67
Properties=species:S:1:pos:R:3:forces:R:3
Mn -0.366977 0.501837 1.694973 0.275 -0.152 0.422
S 2.376813 3.835950 7.826242 0.113 0.151 0.288
C 1.761407 3.060397 6.492604 -0.175 -0.223 -0.366
S 2.721593 2.529053 5.165675 -0.400 0.035 0.149
C 1.443759 1.843455 4.173228 -0.014 0.136 0.283
C 0.194336 1.920535 4.695107 0.278 0.094 0.033
S -1.262328 1.348408 3.967997 -0.440 -0.137 -0.326
S 0.090543 2.695236 6.273210 0.381 -0.036 -0.229
S 1.902034 1.151988 2.658593 0.112 -0.293 -0.426
O 0.848437 -0.961457 0.176691 0.134 -0.046 -0.099
C 0.720379 -2.371686 0.226225 -0.670 -0.048 0.659
C -0.375572 -2.645922 1.392623 0.655 0.147 -0.597
O -0.607768 -3.822925 1.649650 -0.077 0.022 0.047
O -0.870390 -1.600900 1.869620 -0.331 0.369 0.216
C 0.105973 -2.879582 -1.076738 -0.036 0.031 -0.197
C -0.260216 -4.213414 -1.271514 0.044 0.069 -0.048
C -0.839964 -4.625291 -2.461417 0.043 -0.075 0.041
C -1.080305 -3.722779 -3.486710 -0.024 0.030 -0.048
C -0.752317 -2.391366 -3.294084 0.013 -0.019 -0.038
C -0.174405 -1.977477 -2.102320 0.058 0.009 0.034
C 2.052904 -3.011681 0.585532 0.180 -0.025 0.030
C 3.209023 -2.234262 0.675034 -0.104 -0.022 -0.047
C 4.438622 -2.803977 0.971514 0.081 -0.023 -0.023
C 4.545820 -4.165786 1.195794 0.042 0.007 0.034
C 3.398479 -4.943901 1.157097 -0.024 -0.002 -0.029
C 2.168966 -4.375215 0.865600 0.015 0.028 -0.010
H 1.600124 -0.723295 -0.375754 -0.050 0.076 -0.064
H -0.137987 -4.928475 -0.477315 0.036 -0.020 0.091
H -1.112782 -5.668139 -2.576975 -0.018 0.012 -0.017
H -1.534354 -4.050652 -4.414544 -0.002 0.001 0.008
H -0.949775 -1.655269 -4.064261 -0.025 -0.019 -0.003
H 0.032060 -0.927150 -1.968095 0.011 0.096 0.060
H 3.166941 -1.159631 0.558500 0.015 -0.007 0.053
H 5.313679 -2.169199 1.039517 -0.013 0.008 0.005
H 5.505973 -4.611421 1.427585 -0.003 0.007 0.002
H 3.454185 -6.005660 1.367443 -0.005 0.006 0.018
H 1.280913 -4.980567 0.917574 -0.075 -0.026 -0.046
C 1.506457 3.486349 -0.251126 -0.078 0.107 -0.166
C 1.004807 3.130064 -1.649944 -0.014 -0.199 0.139
C 1.620395 1.805898 -2.112237 0.062 0.062 0.002
C -0.507932 3.067639 -1.788634 0.021 0.007 0.174
C -1.062972 3.766051 -2.851385 -0.055 0.107 0.023
C -2.422232 3.768769 -3.109243 -0.065 0.072 -0.109
C -3.246890 3.046927 -2.261474 0.017 0.022 -0.095
C -2.754234 2.316312 -1.192348 0.148 -0.129 0.110
C -3.767885 1.581631 -0.331731 0.173 -0.091 0.147
C -3.531742 0.068030 -0.246513 -0.094 0.176 -0.038
C -3.858321 2.213263 1.059975 -0.075 -0.089 -0.054
C -1.343683 2.284936 -0.927023 -0.172 -0.043 -0.281
O -0.839238 1.539599 0.018851 -0.045 0.094 0.016
H 2.599266 3.538576 -0.242096 -0.017 0.032 0.016
H 1.201297 2.743760 0.474565 0.016 -0.050 0.120
H 1.107475 4.450303 0.069972 0.016 0.038 0.008
H 1.351320 3.921250 -2.325762 -0.068 -0.065 -0.081
H 1.335319 1.038814 -1.394507 -0.012 -0.101 -0.002
H 2.712266 1.864415 -2.160704 -0.015 -0.013 0.063
H 1.244434 1.515979 -3.095805 0.001 -0.005 -0.003
H -0.400379 4.338939 -3.495156 0.024 -0.023 0.015
H -2.829317 4.321387 -3.948345 -0.003 0.004 0.016
H -4.318276 3.039380 -2.443726 0.000 -0.012 0.035
H -4.743021 1.716187 -0.816216 0.060 0.064 -0.047
H -2.656357 -0.167160 0.349423 0.092 -0.078 0.021
H -3.383399 -0.355051 -1.242259 -0.006 -0.043 0.008
H -4.390474 -0.421947 0.219449 -0.011 -0.018 -0.009
H -2.930705 2.068493 1.606108 0.123 0.043 0.114
H -4.664377 1.763647 1.645955 -0.008 -0.025 0.005
H -4.039427 3.287779 0.988038 -0.016 -0.007 -0.004
```
Positions in Å, forces in eV/Å.

* multiplicity: 6
* gap between HOMO and LUMO (spin up / spin down): 5.7 / 5.8 eV
* expectation value of S²: 8.755
* HOMO level (spin up / spin down): -1.30 / -1.39 eV
* total charge: -2

[2]
Entry from the OMol25 dataset: a cluster of 6 separate species, C20H42F6O16S4 in total at a distorted geometry (ωB97M-V/def2-TZVPD).

XYZ file:
```
88
Properties=species:S:1:pos:R:3:forces:R:3
C -0.604141 -5.690420 -2.691250 -0.825 -0.425 -0.076
C -0.844121 -6.080720 -4.155770 0.481 0.087 0.368
O 0.086889 -7.102440 -4.551550 -1.407 -2.487 -0.776
C 1.326079 -6.939980 -4.930880 -0.903 0.014 1.619
O 1.880559 -5.915310 -4.772910 1.952 1.756 -0.575
C 2.032559 -8.221630 -5.442970 -1.078 -0.812 0.216
F 3.320649 -8.194540 -5.116230 -0.287 0.232 -0.855
F 1.551889 -9.392070 -4.924410 0.070 1.162 -0.498
F 1.792109 -8.240680 -6.783270 0.893 -0.261 0.758
H 0.442159 -5.644900 -2.389100 -0.070 0.641 -0.413
H -1.035131 -6.429250 -2.015620 -0.055 -0.392 -0.229
H -1.212941 -4.811190 -2.480450 0.559 0.416 0.046
H -0.843221 -5.269060 -4.883310 0.546 0.241 0.247
H -1.821711 -6.546000 -4.281990 0.121 -0.168 0.170
C 0.799619 1.976290 -1.581900 -0.877 0.811 0.525
C 0.176969 0.602740 -1.623230 1.360 -0.349 0.115
O -0.456131 0.291120 -2.864350 -3.420 0.715 -2.010
C -1.750351 0.836330 -3.146290 0.789 2.136 4.985
O -2.322351 1.664970 -2.395290 2.056 -2.854 -2.684
C -2.497471 0.321800 -4.387910 3.367 -1.473 0.314
F -3.699281 -0.092050 -4.098160 -0.535 -0.036 -0.106
F -2.484681 1.266050 -5.289630 -0.695 0.747 -0.779
F -1.740311 -0.715170 -4.886780 -1.151 0.403 0.105
H 1.637349 2.049510 -0.888400 -0.251 -0.304 0.379
H 0.010479 2.656270 -1.260990 0.378 0.627 -0.305
H 1.269809 2.251760 -2.525900 -0.494 -0.072 -0.250
H -0.481181 0.282590 -0.815500 -0.039 0.614 0.145
H 1.077179 -0.008990 -1.564110 -0.483 -0.917 -0.431
C -3.756551 -2.270820 2.286390 0.250 0.714 1.270
C -4.151711 -0.794090 2.239810 0.264 -0.270 -1.084
O -5.236561 -0.499020 3.115590 0.112 -0.337 2.158
S -4.668751 -0.250150 4.647530 -2.720 -0.928 1.974
C -6.334491 -0.093090 5.509190 1.169 -0.230 -0.947
O -3.962211 -1.403500 5.231530 -0.959 1.946 -1.556
O -4.106711 1.062750 4.734410 0.776 -0.178 -0.460
H -2.816111 -2.443290 1.763010 -0.366 -0.143 -0.494
H -4.629271 -2.834660 1.956950 0.402 -0.244 -0.330
H -3.552621 -2.544340 3.321620 -0.058 -0.154 -0.081
H -3.433611 -0.011970 2.486240 0.777 -0.465 -0.465
H -4.523141 -0.645600 1.225860 -0.099 0.600 0.116
H -6.088911 -0.059380 6.570630 -0.008 -0.184 -0.121
H -6.980711 -0.927890 5.237870 0.243 -0.039 0.165
H -6.800761 0.846310 5.212180 0.266 -0.064 -0.141
C 1.462609 0.024650 4.788580 0.366 1.276 0.308
C 0.501879 -0.852230 5.540140 1.146 -1.167 -1.495
O 1.263829 -1.169330 6.766590 -2.097 -1.620 0.631
S 0.494129 -2.225690 7.816380 -2.953 -1.097 0.273
C -0.705781 -0.994200 8.662910 2.016 0.359 -0.675
O -0.397751 -3.213730 7.116080 2.790 2.654 1.152
O 1.465159 -2.701010 8.790600 -0.905 0.963 -1.726
H 1.709579 0.881750 5.415080 -0.105 0.348 -0.203
H 1.088199 0.368420 3.824350 -0.252 0.003 0.124
H 2.429029 -0.444150 4.603200 -0.220 -0.460 0.074
H -0.542371 -0.542500 5.581290 0.208 0.722 1.143
H 0.396009 -1.707310 4.872520 0.176 -0.830 0.671
H -0.550851 -0.098420 8.061510 -0.501 -0.051 -0.273
H -0.226131 -0.694350 9.594640 -0.151 -0.565 0.230
H -1.761641 -1.244600 8.765600 0.436 -0.545 -0.253
C 6.480249 1.203890 -0.219160 0.626 1.352 -0.294
C 6.560769 0.433010 -1.509590 0.365 -0.575 1.135
O 6.557159 1.436470 -2.577020 -1.275 -1.751 -1.474
S 6.204049 0.786070 -4.064890 -3.986 1.792 -1.710
C 6.740119 2.249990 -5.135740 0.149 -0.408 0.607
O 7.037199 -0.335660 -4.355540 0.337 0.082 0.492
O 4.711679 0.597440 -4.284830 4.319 0.761 1.325
H 7.351589 1.858670 -0.230340 0.226 -0.095 0.828
H 6.345939 0.610730 0.685390 0.504 -0.178 -0.212
H 5.652889 1.913490 -0.224910 -0.323 -0.217 -0.294
H 7.461529 -0.166700 -1.640220 0.272 0.333 0.215
H 5.796619 -0.328920 -1.355830 -0.895 0.264 -1.642
H 6.300499 2.255070 -6.133140 -0.203 -0.931 0.162
H 7.823489 2.172960 -5.227820 -0.077 -0.054 0.123
H 6.472819 3.240160 -4.766660 -0.060 -0.361 0.760
C -3.185151 4.978060 0.475340 -0.611 1.037 1.330
C -2.736201 6.074160 -0.477290 -1.386 0.185 -0.295
O -1.341441 6.160390 -0.523610 2.515 0.063 -0.808
S -0.548391 7.099650 -1.615060 -2.448 0.681 -1.058
C -0.962081 6.094530 -3.170090 0.103 1.122 1.451
O -1.223231 8.438900 -1.701700 1.934 -3.491 0.360
O 0.847319 6.922130 -1.313560 -1.132 0.470 -0.067
H -2.586281 4.931710 1.384910 0.675 -0.620 -0.417
H -3.438691 4.044110 -0.026220 0.691 -0.072 0.213
H -4.105561 5.291850 0.967750 -0.499 0.201 -0.447
H -3.212631 5.725580 -1.393600 0.488 0.520 -0.734
H -3.043431 7.103740 -0.293810 -0.729 -0.266 0.432
H -0.718351 5.060120 -2.927810 0.243 0.177 -0.150
H -0.402891 6.533370 -3.996430 0.045 -0.199 0.161
H -2.034591 6.191450 -3.338680 0.125 0.114 0.019
```
Positions in Å, forces in eV/Å.

* gap between HOMO and LUMO: 10.9 eV
* HOMO level: -10.99 eV
* relative energy (zero: lowest compared OMol25 entry of this formula, charge and spin): 96.0 kcal/mol